ORCA calculation (wB97M-V/def2-TZVPD) on a structure of composition C61H54IrN3O3P2SSi in a non-equilibrium geometry.

Computed properties:
2S+1: 2
Energy, Eh: -4221.3891
Expectation value of S²: 0.7911
Net charge: +1
F_max, eV/Å: 3.241
HOMO energy (alpha / beta), hartree: -0.3211 / -0.3274
Orbital gap (alpha / beta), eV: 5.208 / 5.365

Positions of all 126 atoms, in Å:
1 Ir 0.303 -0.567 0.163
2 C -0.200 -4.033 -0.378
3 Si 0.653 -2.532 -1.083
4 C 0.068 -2.142 -2.832
5 C 0.424 -2.897 -3.955
6 C -0.033 -2.551 -5.218
7 C -0.864 -1.446 -5.378
8 C -1.229 -0.686 -4.278
9 C -0.758 -1.029 -3.009
10 P -1.175 -0.058 -1.517
11 C -3.076 -1.919 -1.170
12 C -3.174 -3.031 -1.934
13 C -4.042 -4.042 -1.453
14 C -4.947 -3.776 -0.380
15 C -4.917 -2.627 0.346
16 C -3.790 -1.685 0.109
17 C -1.215 1.652 -2.113
18 C -0.057 2.412 -1.962
19 C 0.029 3.680 -2.522
20 C -1.042 4.188 -3.246
21 C -2.198 3.433 -3.403
22 C -2.288 2.169 -2.838
23 C 2.482 -2.823 -1.180
24 C 2.991 -4.079 -1.525
25 C 4.349 -4.348 -1.430
26 C 5.205 -3.356 -0.970
27 C 4.711 -2.100 -0.645
28 C 3.346 -1.830 -0.757
29 P 2.610 -0.179 -0.444
30 C 3.513 0.705 0.838
31 C 4.934 0.725 0.853
32 C 5.593 0.905 2.018
33 C 4.884 1.104 3.295
34 C 3.503 1.585 3.093
35 C 2.841 1.290 1.951
36 C 2.981 0.713 -1.974
37 C 3.022 2.111 -1.948
38 C 3.193 2.827 -3.124
39 C 3.307 2.153 -4.335
40 C 3.248 0.766 -4.370
41 C 3.078 0.043 -3.196
42 H -0.421 -4.763 -1.166
43 H -1.141 -3.771 0.114
44 H 0.458 -4.486 0.368
45 H 1.075 -3.761 -3.843
46 H 0.261 -3.138 -6.082
47 H -1.213 -1.167 -6.366
48 H -1.873 0.173 -4.420
49 H -2.660 -3.134 -2.886
50 H -4.098 -4.991 -1.972
51 H -5.712 -4.516 -0.170
52 H -5.641 -2.430 1.130
53 H -3.072 -1.703 0.952
54 H 0.780 1.989 -1.419
55 H 0.932 4.266 -2.402
56 H -0.974 5.172 -3.695
57 H -3.027 3.828 -3.980
58 H -3.197 1.584 -2.958
59 H 2.312 -4.863 -1.849
60 H 4.734 -5.327 -1.689
61 H 6.264 -3.557 -0.858
62 H 5.402 -1.356 -0.284
63 H 5.488 0.608 -0.073
64 H 6.679 0.864 2.043
65 H 5.448 1.804 3.907
66 H 2.993 2.057 3.927
67 H 1.784 1.506 1.866
68 H 2.938 2.631 -0.997
69 H 3.247 3.910 -3.096
70 H 3.437 2.713 -5.255
71 H 3.341 0.241 -5.314
72 H 3.028 -1.040 -3.226
73 C -0.367 4.339 2.930
74 N -0.375 2.903 2.661
75 C -0.362 1.892 3.599
76 C -0.343 0.726 2.904
77 N -0.341 1.017 1.540
78 C -0.371 2.337 1.446
79 H -0.696 4.513 3.950
80 H -1.049 4.845 2.249
81 H 0.633 4.750 2.805
82 H -0.356 2.090 4.662
83 H -0.304 -0.290 3.267
84 H -0.387 2.901 0.521
85 N -2.805 -0.521 -1.412
86 C -3.906 -0.188 -0.403
87 C -5.229 -0.016 -1.167
88 C -5.330 -0.201 -2.544
89 C -6.565 -0.098 -3.181
90 C -7.708 0.190 -2.451
91 C -7.614 0.370 -1.075
92 C -6.385 0.273 -0.441
93 C -3.740 0.952 0.590
94 C -3.857 2.275 0.155
95 C -3.915 3.322 1.062
96 C -3.890 3.061 2.430
97 C -3.778 1.752 2.873
98 C -3.691 0.705 1.958
99 H -4.445 -0.440 -3.124
100 H -6.629 -0.258 -4.253
101 H -8.667 0.272 -2.950
102 H -8.503 0.584 -0.493
103 H -6.325 0.424 0.633
104 H -3.957 2.482 -0.902
105 H -4.029 4.340 0.703
106 H -3.995 3.872 3.142
107 H -3.780 1.534 3.937
108 H -3.634 -0.313 2.329
109 C 5.256 0.668 6.500
110 C 4.317 -0.015 5.557
111 C 4.828 -0.344 4.214
112 C 4.019 -1.327 3.484
113 C 2.722 -1.551 3.857
114 C 2.187 -1.015 5.034
115 C 3.042 -0.324 5.911
116 S 1.626 -2.302 2.684
117 O 0.299 -2.378 3.254
118 O 2.219 -3.512 2.206
119 O 1.703 -1.179 1.647
120 H 5.886 1.403 5.993
121 H 5.929 -0.066 6.953
122 H 4.721 1.169 7.306
123 H 5.862 -0.675 4.294
124 H 4.422 -1.781 2.581
125 H 1.147 -1.202 5.283
126 H 2.673 -0.033 6.890